ORCA calculation (the ωB97M-V functional and the def2-TZVPD basis) on a 9-piece molecular cluster, C48H132N18O12P6S3 overall in a non-equilibrium geometry.

F_max	3.3	eV Å⁻¹
E_LUMO	0.41	eV
energy above the lowest of the compared OMol25 structures with the same formula, charge and spin	11.0	kcal per mole
orbital gap	8.76	eV
HOMO	-8.35	eV
E_tot	-7039.4522	hartree
structure (SMILES)	CN(C)P(=O)(N(C)C)N(C)C.CN(C)P(=O)(N(C)C)N(C)C.CN(C)P(=O)(N(C)C)N(C)C.CN(C)P(=O)(N(C)C)N(C)C.CN(C)P(=O)(N(C)C)N(C)C.CN(C)P(=O)(N(C)C)N(C)C.O=S1(=O)CCCC1.O=S1(=O)CCCC1.O=S1(=O)CCCC1

```
! RIJCOSX wB97M-V def2-TZVPD def2/J DEFGRID3
* xyz 0 1
O 12.1002 18.9400 15.8030
P 10.9315 18.9457 16.7053
N 10.2636 17.4886 17.1701
C 9.1102 16.8895 16.4365
C 11.0479 16.4881 17.7602
N 9.7650 19.8412 15.9358
C 9.9874 20.2055 14.5185
C 8.4961 19.8724 16.4748
N 11.3955 19.6206 18.1739
C 10.8047 19.3842 19.4182
C 12.5170 20.5767 18.1438
H 9.4439 15.8830 16.1351
H 8.6716 17.4929 15.6368
H 8.2123 16.7083 17.0439
H 11.9604 16.8809 18.2111
H 11.3512 15.6996 17.1038
H 10.4704 16.1184 18.6521
H 9.4726 19.4790 13.8478
H 9.5571 21.1659 14.3430
H 11.0172 20.3153 14.3189
H 8.1384 20.8627 16.7551
H 7.8082 19.5444 15.7066
H 8.3228 19.1977 17.3009
H 10.2687 20.2656 19.7982
H 10.0256 18.6301 19.2068
H 11.4451 18.9404 20.1945
H 12.8125 20.7167 17.0891
H 13.3668 20.0782 18.7144
H 12.2196 21.4932 18.6308
O 19.1261 20.6189 17.4291
P 19.3433 21.3894 18.6633
N 20.6915 21.0992 19.5982
C 20.7337 20.0598 20.5413
C 21.9703 21.5777 19.1653
N 18.1615 21.0963 19.7754
C 18.0364 21.9755 20.8780
C 17.0110 20.2925 19.4346
N 19.4648 22.9725 18.2374
C 19.9616 24.0281 19.1344
C 18.8573 23.4471 17.0137
H 21.3854 19.2683 20.2501
H 19.7414 19.6567 20.5788
H 21.0368 20.3418 21.5557
H 21.9024 22.2003 18.2968
H 22.7072 20.8220 18.9657
H 22.4054 22.1390 19.9910
H 18.2593 21.4042 21.7890
H 18.8781 22.6881 20.7010
H 17.0242 22.3887 20.9852
H 17.1381 19.9440 18.3987
H 16.9901 19.4157 20.0645
H 16.0266 20.7797 19.4103
H 20.4400 23.6051 19.9966
H 20.6366 24.7358 18.6647
H 19.1314 24.6376 19.5494
H 18.1898 24.3138 17.1541
H 18.3150 22.6617 16.5098
H 19.6519 23.7864 16.2814
O 18.3256 13.8910 10.1323
P 18.0121 15.2102 10.7641
N 17.2317 16.1591 9.6845
C 16.9486 15.6647 8.3498
C 16.6492 17.4144 9.9971
N 19.4665 15.8688 11.1118
C 20.4665 15.6215 10.1188
C 19.5167 17.1706 11.8188
N 17.2649 15.3032 12.1947
C 17.8919 14.4921 13.2008
C 15.8662 15.3965 12.3620
H 17.6856 14.9458 8.0162
H 17.0581 16.6014 7.6776
H 15.9389 15.2515 8.1654
H 16.8918 18.1544 9.2262
H 16.9299 17.7850 10.9787
H 15.5473 17.4302 10.1611
H 21.4463 15.9913 10.4798
H 20.5924 14.5810 10.0460
H 20.2226 16.0802 9.1540
H 19.4012 18.0249 11.1110
H 18.7270 17.3419 12.5567
H 20.4958 17.2496 12.3189
H 17.5007 13.4694 13.2781
H 18.9421 14.3814 12.9598
H 17.8221 15.0190 14.1591
H 15.3805 14.4020 12.4300
H 15.4977 16.0932 11.5650
H 15.7309 15.8128 13.3646
O 15.3660 13.0522 15.0865
P 14.3174 11.9891 15.0247
N 12.8348 12.6264 14.5160
C 11.7333 11.7452 14.3080
C 12.5361 13.7451 15.3895
N 14.2521 11.2565 16.4697
C 13.3637 10.1265 16.6629
C 14.7702 11.8267 17.6913
N 14.6565 10.7852 13.9791
C 14.4647 11.0186 12.5315
C 15.8651 9.9203 14.3160
H 11.3982 11.2421 15.2229
H 11.9739 11.0201 13.4799
H 10.8756 12.3145 13.9558
H 11.7402 14.4106 15.0259
H 13.3351 14.4090 15.7337
H 12.0107 13.4105 16.3310
H 13.7229 9.4035 17.3535
H 12.3851 10.3477 17.1108
H 13.1294 9.6478 15.7281
H 15.1699 10.9934 18.2933
H 15.5597 12.5650 17.5193
H 13.9039 12.2933 18.2145
H 13.8708 11.9415 12.3082
H 15.4093 11.1320 12.0613
H 13.9685 10.1062 12.0955
H 15.7734 9.5558 15.3698
H 16.7660 10.5342 14.2173
H 15.8660 9.1077 13.6286
O 15.8480 19.7160 12.6741
P 16.2587 21.0820 12.3729
N 15.8734 21.4799 10.7961
C 15.0536 20.6418 9.9661
C 15.9972 22.8436 10.4601
N 17.9251 21.4033 12.4677
C 18.7222 21.2625 13.6362
C 18.6839 21.5965 11.2810
N 15.5035 22.0689 13.4719
C 16.1383 23.1574 14.0693
C 14.2707 21.6552 14.1160
H 14.8633 19.7893 10.5473
H 15.5880 20.3025 9.0878
H 14.0827 21.1319 9.8026
H 15.0172 23.3202 10.2907
H 16.6227 23.0509 9.5592
H 16.5123 23.3872 11.2137
H 19.5142 22.0529 13.6867
H 18.1136 21.2062 14.5060
H 19.2434 20.2762 13.5780
H 18.7893 22.6953 11.0677
H 19.6852 21.2578 11.3968
H 18.1876 21.0671 10.4592
H 15.5668 24.0732 13.8792
H 15.9527 22.9493 15.1660
H 17.2181 23.2729 13.9691
H 13.9098 20.7612 13.5922
H 13.5522 22.4584 14.1162
H 14.3718 21.5204 15.1933
O 19.1603 15.2351 24.6618
P 19.1699 16.0632 23.4603
N 19.5873 15.1593 22.1352
C 19.7586 13.7190 22.4164
C 19.9488 15.6750 20.8002
N 20.2809 17.4369 23.3807
C 20.0489 18.3568 24.4574
C 21.6839 16.9906 23.4028
N 17.7163 16.7735 23.3437
C 17.2720 17.5048 22.2341
C 16.8378 16.8770 24.5713
H 18.9906 13.0309 21.9197
H 19.6699 13.5058 23.4787
H 20.7026 13.2898 22.0606
H 19.3587 15.1948 19.9924
H 21.0374 15.5172 20.5305
H 19.7460 16.7744 20.8099
H 20.1358 17.8922 25.4679
H 20.7628 19.1514 24.3788
H 18.9951 18.7222 24.3837
H 22.0585 16.8347 24.4151
H 21.7881 16.1201 22.7500
H 22.4055 17.7194 23.0185
H 17.4402 18.5639 22.4478
H 17.7010 17.1793 21.2857
H 16.1975 17.3797 22.0659
H 15.8040 16.7746 24.1927
H 16.9804 17.9097 24.9173
H 16.9951 16.1028 25.3421
C 20.1340 13.0193 15.4157
C 19.4809 11.6786 15.4942
C 18.2846 11.8574 16.4181
S 18.9114 12.9156 17.7209
O 19.4354 12.0973 18.8288
O 17.9567 13.9880 18.0228
C 20.2493 13.5319 16.8499
H 19.5004 13.6938 14.7910
H 21.1783 13.0372 15.0183
H 20.1366 10.8621 15.8219
H 19.2126 11.4090 14.4816
H 17.7947 10.9448 16.7814
H 17.5609 12.4529 15.8782
H 21.1984 13.2280 17.2550
H 20.2729 14.5924 16.8962
C 16.1716 14.0414 20.9453
C 15.0339 14.1333 19.8939
C 14.1177 15.1742 20.5131
S 13.9528 14.6267 22.1620
O 12.9376 13.6159 22.2599
O 13.9012 15.8009 23.0308
C 15.5660 13.8017 22.3288
H 16.6508 14.9957 20.9670
H 16.8224 13.2299 20.7595
H 14.5669 13.1526 19.8750
H 15.3022 14.3092 18.8493
H 13.1226 15.2783 20.1115
H 14.6254 16.1125 20.4429
H 15.3861 12.7655 22.4798
H 16.0781 14.1645 23.2405
C 16.4416 18.9246 16.1785
C 16.6474 17.7460 15.2412
C 16.4587 16.4932 16.0502
S 15.4421 16.8665 17.3993
O 16.1841 16.7296 18.6434
O 14.1948 16.1657 17.2773
C 15.2255 18.5693 17.0090
H 16.2793 19.8212 15.5906
H 17.2593 19.2890 16.8422
H 17.5980 17.7257 14.6727
H 15.9075 17.9004 14.4229
H 17.4172 16.1513 16.4782
H 16.0908 15.5703 15.5962
H 15.1282 19.2271 17.8574
H 14.2708 18.6191 16.4046
*
```